Entry 1:
103
Properties=species:S:1:pos:R:3:forces:R:3:mulliken_charge:R:1 method="wB97M-V/def2-TZVPD" homo_ev="-9.5 / -8.6" charge=+1 relative_energy_kj_mol=357.0 e_tot_ev=-227092.1286
Y -0.55741 -0.02811 -1.26219 -0.9 -0.8 -0.3 0.348
C 1.39334 0.10912 -6.11470 -0.2 0.1 0.2 -1.551
C 0.57338 1.20144 -5.42904 0.1 -0.1 -0.2 0.755
C 0.43820 2.39000 -6.38834 -0.1 -0.1 0.1 -1.467
C 1.17367 1.68424 -4.12400 -0.1 -0.2 0.0 0.732
C 2.42717 1.29180 -3.66316 -0.1 -0.1 -0.1 -0.280
C 2.96770 1.83041 -2.50388 0.0 0.1 0.1 -0.610
C 2.29209 2.79915 -1.77448 0.1 -0.1 0.0 0.785
C 2.91817 3.46540 -0.58613 0.0 0.0 0.0 -1.510
C 1.02692 3.17914 -2.21731 -0.1 -0.1 0.2 -0.555
C 0.47429 2.62577 -3.36096 -0.2 -0.1 0.1 -1.055
H 0.85620 -0.25278 -6.98882 0.0 0.0 0.0 0.469
H 1.57270 -0.73427 -5.45014 0.1 -0.1 0.0 0.167
H 2.34793 0.51021 -6.45103 0.1 0.0 0.0 0.360
H -0.43156 0.80083 -5.22119 0.2 0.1 0.0 0.179
H 1.41810 2.82572 -6.57211 0.1 0.1 -0.1 0.391
H -0.20931 3.16530 -5.98689 -0.1 0.1 0.0 0.360
H 0.02323 2.05476 -7.33453 0.0 0.0 -0.1 0.435
H 3.02548 0.58875 -4.22376 -0.1 -0.1 -0.1 0.451
H 3.95248 1.51372 -2.18897 0.1 0.0 0.0 0.385
H 2.33698 3.28501 0.31909 0.0 0.0 0.1 0.029
H 2.95516 4.54211 -0.74497 0.0 0.1 0.1 0.493
H 3.93373 3.10939 -0.42954 0.0 0.0 0.1 0.377
H 0.49262 3.95446 -1.68542 -0.1 0.1 0.1 0.442
H -0.48737 2.98386 -3.70620 -0.1 0.0 0.0 0.393
C -2.98325 1.13938 3.24501 0.0 -0.4 -0.2 -1.246
As -1.48039 1.06952 1.95653 -0.4 0.7 -0.1 0.865
C -2.01127 2.67456 0.93598 -0.1 0.1 0.0 -0.736
C -0.15273 2.05808 3.04040 0.2 0.0 0.0 -0.973
C 0.90846 1.27891 3.82093 -0.2 -0.1 0.1 3.140
C 0.30333 0.04227 4.47671 0.0 0.1 -0.1 -1.743
C 2.06215 0.85797 2.90060 -0.1 0.1 0.0 -2.133
As 1.76322 -0.58382 1.56256 0.7 0.5 0.1 1.014
C 3.47271 -0.19715 0.65874 0.0 -0.1 0.0 -0.900
C 2.44387 -2.10071 2.63597 -0.3 -0.1 -0.2 -1.513
C 1.53346 2.19096 4.89409 0.0 0.1 0.2 -2.013
As 0.58581 3.22705 6.35396 -0.1 0.0 -0.4 0.307
C -1.22379 2.44876 6.56378 0.2 0.0 0.0 -0.854
C -0.02290 4.79860 5.31205 0.0 -0.1 0.1 -1.038
H -3.08591 2.13286 3.68007 0.2 0.1 -0.1 0.303
H -2.82219 0.41338 4.04038 0.1 0.0 0.0 0.400
H -3.92112 0.88600 2.75042 0.1 0.0 -0.1 0.438
H -2.24758 3.49617 1.61422 0.1 0.0 0.0 0.475
H -2.89171 2.47424 0.32252 0.1 -0.1 0.0 0.216
H -1.19682 2.98937 0.27476 0.0 0.0 0.1 0.080
H -0.73383 2.65388 3.74375 -0.1 0.0 -0.1 -0.312
H 0.34455 2.76234 2.36266 -0.1 0.0 0.0 0.319
H -0.10708 -0.61753 3.70159 0.0 -0.1 0.2 0.245
H -0.49062 0.32195 5.16413 -0.1 -0.1 0.0 0.133
H 1.06225 -0.50294 5.03619 0.0 -0.1 0.0 0.385
H 2.90974 0.54969 3.52161 0.0 -0.1 -0.1 0.683
H 2.39922 1.73038 2.32900 0.0 -0.1 0.0 0.342
H 4.30408 -0.33026 1.35260 0.0 0.0 0.0 0.526
H 3.47170 0.83274 0.30820 -0.1 0.1 0.0 -0.071
H 3.62977 -0.84326 -0.20383 -0.1 -0.1 0.0 0.253
H 3.14753 -1.75414 3.39199 0.0 0.1 -0.1 0.474
H 2.96144 -2.79322 1.97342 0.0 0.0 0.0 0.430
H 1.63682 -2.64056 3.12841 0.0 0.0 0.0 0.359
H 2.10912 2.97540 4.38731 0.0 0.0 0.1 0.501
H 2.26597 1.59038 5.44633 0.0 0.1 0.0 0.555
H -1.18875 1.49308 7.08167 0.0 0.0 0.0 0.333
H -1.75837 2.33380 5.62555 0.0 0.0 -0.1 0.025
H -1.78201 3.14557 7.18845 0.0 0.0 0.0 0.421
H 0.79343 5.21296 4.72353 0.1 0.0 0.0 0.317
H -0.34778 5.56377 6.01491 0.0 0.0 0.1 0.412
H -0.85958 4.57941 4.65240 0.0 -0.1 -0.1 0.232
C -4.38876 0.00860 -0.33484 0.4 0.0 -0.3 -1.396
C -3.97398 -0.99890 -1.41148 -0.8 -0.7 -0.9 2.600
C -3.54445 -2.29950 -0.72795 -0.2 0.3 -0.2 -1.584
C -5.18734 -1.28592 -2.33421 -0.2 -0.2 0.6 -2.050
C -2.98525 -0.52809 -2.43334 2.7 1.9 1.9 -1.637
H -5.26734 -0.34544 0.19876 -0.1 -0.1 0.1 0.456
H -4.62920 0.97659 -0.77121 0.0 0.1 0.0 0.458
H -3.57266 0.12536 0.38773 -0.1 0.1 0.0 -0.055
H -4.30363 -2.62377 -0.01863 0.0 -0.1 0.2 0.449
H -2.60239 -2.15331 -0.18385 0.1 -0.1 0.1 0.164
H -3.42035 -3.08150 -1.47213 0.1 -0.1 0.0 0.420
H -5.91472 -1.88367 -1.78944 -0.3 -0.1 0.0 0.427
H -4.88153 -1.83718 -3.22211 0.0 -0.1 0.0 0.430
H -5.65625 -0.35688 -2.64789 0.0 0.1 0.0 0.483
H -3.31845 0.48788 -2.75167 0.0 -0.5 -0.3 0.503
C -0.21612 -4.81607 1.42842 0.1 0.0 0.0 -1.330
C 0.88461 -4.63107 0.39242 -0.3 0.6 0.2 -0.960
P 0.50604 -3.22703 -0.76393 0.1 -0.5 -1.0 0.478
C 2.07134 -3.32635 -1.76903 -0.3 0.3 0.3 -0.918
C 2.06886 -2.44672 -3.01202 0.1 -0.2 0.2 -1.132
C -0.70700 -4.02973 -1.93813 0.2 0.2 0.2 -0.247
C -0.27522 -5.27310 -2.70486 0.0 0.2 0.1 -1.571
H 0.07665 -5.57059 2.15377 -0.1 -0.1 0.1 0.394
H -1.14192 -5.14229 0.95995 -0.1 0.0 0.0 0.338
H -0.40928 -3.88227 1.95790 -0.1 0.0 0.1 0.211
H 1.04390 -5.55509 -0.16575 0.1 0.1 -0.1 0.568
H 1.82266 -4.37687 0.89113 0.0 -0.1 -0.1 0.543
H 2.23121 -4.37342 -2.03891 0.1 0.1 0.1 0.582
H 2.88542 -3.02429 -1.10304 0.0 -0.1 0.0 0.472
H 1.25934 -2.72282 -3.68548 -0.1 0.1 -0.1 0.345
H 3.00830 -2.57738 -3.54486 0.1 0.1 -0.2 0.536
H 1.97274 -1.38835 -2.75001 0.0 0.0 -0.1 -0.039
H -1.01688 -3.24031 -2.63640 -0.1 -0.1 0.2 0.471
H -1.57436 -4.28414 -1.32352 0.0 0.2 -0.1 0.383
H 0.56759 -5.07965 -3.36287 0.1 0.0 -0.1 0.300
H -1.10577 -5.60631 -3.32306 0.0 -0.1 -0.1 0.460
H -0.02061 -6.08568 -2.03035 0.1 -0.1 0.0 0.272



Entry 2:
96
Properties=species:S:1:pos:R:3:forces:R:3:mulliken_charge:R:1 method="wB97M-V/def2-TZVPD" homo_ev=-10.0 charge=+1 relative_energy_kj_mol=0.0 e_tot_ev=-80029.5106
Zr 10.44928 11.18772 10.82576 0.1 0.5 -0.5 -0.732
C 12.33090 12.91373 16.57774 -0.5 1.0 -0.7 -1.555
C 13.19910 11.71267 16.57097 -0.3 -0.2 -0.3 1.320
C 14.34893 11.70691 17.32496 0.7 0.2 0.8 -0.625
C 15.19788 10.61220 17.37824 -0.8 -0.3 -0.8 -0.833
C 14.87797 9.47596 16.62259 0.1 0.7 0.3 -0.632
C 13.72678 9.45803 15.86257 0.1 0.3 0.1 -0.152
C 12.90943 10.57759 15.84228 0.0 -0.3 -0.2 -0.681
N 11.79365 10.54827 14.96448 -1.0 0.5 -1.2 0.549
C 11.89605 10.90251 13.64002 1.3 0.0 0.9 -1.392
N 13.15737 11.10871 13.16140 -0.5 -0.7 1.1 1.362
C 13.59872 11.38364 11.83358 -0.7 0.0 -1.3 -1.554
C 12.70638 11.47559 10.70292 0.8 -0.3 1.6 1.993
C 13.35005 11.63356 9.47720 -0.6 0.2 -0.5 -0.963
C 14.70716 11.74348 9.30894 1.2 -0.2 0.1 -1.174
C 15.55573 11.67948 10.42653 -1.0 -0.2 0.0 -1.181
C 14.99257 11.50018 11.70458 0.4 0.4 -0.3 1.314
C 15.88224 11.53504 12.92960 0.3 -0.4 -0.2 -1.359
N 10.81963 11.03691 12.87963 -0.6 0.3 0.5 1.162
C 9.56954 11.52425 13.47345 0.8 0.3 -0.4 -0.562
C 8.46207 10.70776 13.61509 0.0 1.1 0.2 -0.535
C 7.22753 11.25782 13.98845 0.3 -0.8 0.1 -0.836
C 7.10061 12.60892 14.22913 1.3 0.6 -0.3 -0.840
C 8.26017 13.42437 14.07539 -0.7 -1.0 0.1 -1.157
C 9.50490 12.91595 13.69491 -1.6 -0.1 0.2 1.979
C 10.65402 13.82373 13.46654 0.5 0.3 0.3 -0.624
H 12.19545 13.23895 17.60347 -0.2 0.1 0.1 0.610
H 11.34459 12.81854 16.07002 0.7 -0.2 0.6 0.058
H 12.83712 13.74099 16.04795 -0.1 -0.2 0.2 0.287
H 14.55051 12.59860 17.91294 0.2 -0.1 0.0 0.471
H 16.07606 10.61979 17.98390 0.4 0.1 0.3 0.449
H 15.54076 8.64565 16.62717 0.4 -0.6 0.0 0.488
H 13.42844 8.62251 15.25659 0.1 -0.4 -0.1 0.502
H 10.84864 10.49594 15.35800 0.6 0.0 -0.4 0.418
H 13.91204 10.83113 13.82789 -1.0 0.4 -0.8 -0.419
H 12.75582 11.65028 8.56335 -0.1 0.1 0.1 0.834
H 15.12623 11.82166 8.29644 -0.1 0.0 0.5 0.433
H 16.63309 11.73268 10.27607 -0.2 0.1 0.3 0.335
H 16.92667 11.59975 12.58796 -0.3 0.1 0.4 0.444
H 15.79904 10.63280 13.55706 0.1 0.1 -0.2 0.295
H 15.64443 12.38102 13.58379 0.1 0.0 -0.2 0.277
H 8.58598 9.67057 13.42955 -0.1 -0.9 -0.2 0.704
H 6.42075 10.54938 14.11109 -0.3 0.2 0.0 0.504
H 6.15443 13.06681 14.50140 0.2 -0.2 0.0 0.459
H 8.15940 14.47411 14.24654 0.0 0.6 0.1 0.544
H 10.45618 14.85540 13.76470 -0.2 -0.2 0.0 0.569
H 10.94395 13.84880 12.42679 0.1 0.0 -0.4 -0.267
H 11.51999 13.48720 14.02693 0.3 0.0 0.0 -0.307
Cl 7.30555 17.15668 8.22622 0.0 0.1 0.0 -0.244
C 7.65539 15.58929 8.85129 0.7 -0.2 0.2 0.233
C 6.65869 14.71857 9.10544 -0.5 -0.6 0.2 -0.161
C 6.89016 13.37198 9.56904 -0.5 1.5 -0.6 -0.797
I 5.24068 12.17932 9.84179 0.0 -0.3 0.1 0.072
C 8.16671 12.99085 9.75964 2.0 -1.8 0.9 0.465
O 8.60901 11.76038 10.16208 -0.8 0.7 -0.1 -0.323
C 9.25455 13.91563 9.61137 -1.6 0.7 -0.5 -0.134
N 10.48258 13.46573 9.93823 -0.5 -0.7 0.0 1.078
C 11.46351 14.29812 9.76232 1.8 1.0 -0.6 -0.276
C 11.36176 15.60269 9.21784 0.1 -0.6 0.5 -1.333
C 10.11061 16.05545 8.90534 0.2 1.0 -0.6 -0.860
C 9.01264 15.22338 9.12156 -0.3 -0.6 0.1 0.107
H 5.64900 15.07058 8.95969 -0.2 -0.2 -0.1 0.421
H 12.44849 13.90571 9.96223 0.1 0.0 0.3 0.467
H 12.27829 16.18056 9.07620 -0.5 -0.2 0.0 0.478
H 9.93883 17.03221 8.42502 0.2 -0.5 0.4 0.414
C 9.25978 8.04570 10.38689 -0.1 1.3 -0.6 -1.758
Si 11.00787 8.75956 9.84506 -1.2 -0.6 0.2 1.355
C 10.96552 8.75282 7.94489 -0.2 -0.4 0.3 2.404
C 12.39334 8.78424 7.41133 0.9 -0.1 0.6 -1.784
C 10.17497 9.99510 7.57175 -0.4 0.7 -0.6 -1.838
C 10.24938 7.53045 7.32002 -0.3 0.3 -0.6 -1.948
C 12.23873 7.65298 10.74060 -0.2 -1.9 0.7 2.548
C 11.94927 7.84977 12.23960 -0.7 -0.4 -0.1 -2.510
C 12.02433 6.12847 10.45383 -0.5 0.3 -0.1 -1.848
C 13.72842 7.86982 10.57986 0.1 0.5 0.8 -1.740
H 9.19763 7.61603 11.36690 0.1 -0.1 0.6 0.519
H 8.97219 7.25890 9.70073 -0.1 -0.1 -0.3 0.462
H 8.47316 8.84700 10.32504 0.4 -0.7 0.0 0.226
H 13.08696 9.58438 7.77284 -0.8 -0.5 0.1 0.159
H 12.33290 8.91255 6.35303 0.2 0.0 -1.0 0.710
H 12.89200 7.81491 7.62520 -0.2 0.5 -0.2 0.261
H 10.53060 10.92775 8.04896 0.1 -0.1 -0.1 0.310
H 9.10015 9.92587 7.78961 0.2 -0.2 0.2 0.428
H 10.22506 10.18012 6.49151 0.1 0.0 0.0 0.524
H 10.66640 6.59862 7.63490 0.6 -0.7 0.4 0.388
H 10.33598 7.50589 6.20429 -0.1 0.4 0.7 0.447
H 9.18484 7.44984 7.57759 0.2 0.4 -0.1 0.368
H 10.87837 7.72468 12.52870 0.7 0.4 -0.3 0.104
H 12.33430 8.82715 12.49057 -0.1 0.2 0.5 0.574
H 12.47255 7.07881 12.80482 0.3 0.0 0.1 0.707
H 11.03033 5.72098 10.68643 0.0 0.5 -0.2 0.341
H 12.68793 5.56152 11.09876 0.4 -0.1 0.1 0.551
H 12.26128 5.88062 9.41796 0.0 0.0 0.0 0.333
H 14.00145 8.91104 10.67561 0.2 0.4 0.0 0.169
H 14.10397 7.51589 9.65926 0.3 -0.3 -1.3 0.529
H 14.27869 7.31122 11.35130 -0.2 0.1 0.0 0.418



Entry 3:
66
Properties=species:S:1:pos:R:3:forces:R:3:mulliken_charge:R:1 method="wB97M-V/def2-TZVPD" homo_ev=-5.4 charge=-1 e_tot_ev=-76814.5314
C -2.22645 2.52901 -4.73078 0.0 0.0 0.0 -1.353
C -1.33327 1.36543 -4.33309 0.1 0.1 0.0 1.333
F -1.42762 0.37297 -5.40262 -0.1 0.0 0.0 -0.438
C -1.67394 0.74979 -3.01630 0.0 -0.1 -0.2 -1.617
In -1.22128 2.00449 -1.26068 -0.1 -0.2 0.2 1.060
O 0.21408 3.57355 -1.83729 -0.1 0.2 -0.1 -0.557
N 0.80362 3.44182 -2.97111 0.1 0.1 -0.2 0.326
O 1.26252 4.47700 -3.42821 0.1 -0.2 0.2 -0.524
H -2.35107 2.55335 -5.81413 0.1 0.0 0.0 0.367
H -1.76627 3.47424 -4.43251 -0.1 -0.1 0.1 0.300
H -3.20913 2.44554 -4.25820 0.0 0.0 -0.1 0.354
H -0.28862 1.66680 -4.36821 -0.1 -0.1 0.0 -0.110
H -2.74582 0.52513 -2.96452 0.1 0.0 0.0 0.413
H -1.12387 -0.18699 -2.88647 0.0 0.1 0.0 0.382
H -2.55497 2.95097 -0.69156 0.0 0.2 -0.1 -0.444
H -0.39389 1.09195 -0.01895 0.2 0.0 0.0 -0.440
C 3.82913 4.94467 -5.78481 -0.2 -0.1 0.0 -0.338
C 4.38866 3.62470 -5.29353 -0.1 0.0 0.2 0.471
O 5.78252 3.87711 -5.24372 0.1 0.0 0.2 -0.344
C 5.97914 5.21750 -5.13565 0.0 0.0 0.0 0.603
O 7.02722 5.72464 -4.89786 -0.1 0.0 0.0 -0.531
O 4.82079 5.87478 -5.32912 0.1 0.1 0.0 -0.341
F 4.17023 2.59712 -6.15263 0.0 0.0 -0.2 -0.312
H 3.80536 4.96187 -6.87630 -0.1 -0.1 0.0 0.279
H 2.85790 5.18154 -5.35928 0.0 0.0 0.1 0.219
H 4.03164 3.33117 -4.30602 -0.1 -0.1 0.0 0.278
C 1.70437 0.19191 -8.22364 0.1 -0.1 0.1 -0.513
C 1.55187 -0.39120 -6.82724 -0.2 -0.1 -0.1 0.296
O 1.42094 0.75509 -6.03624 0.0 0.1 0.1 -0.229
C 0.92380 1.76551 -6.80260 -0.1 -0.2 0.1 0.729
O 0.47820 2.77492 -6.38397 0.2 0.2 -0.2 -0.461
O 0.99666 1.42125 -8.11796 0.0 0.1 0.0 -0.389
F 2.65818 -1.08658 -6.44706 0.1 0.1 0.0 -0.305
H 2.76293 0.38597 -8.41215 0.0 0.0 -0.1 0.280
H 1.27139 -0.41172 -9.01544 0.0 0.0 0.0 0.274
H 0.67722 -1.02801 -6.67998 0.1 0.0 0.0 0.286
C -2.33417 -1.53326 3.24837 -0.1 -0.1 0.1 -0.169
C -3.10479 -2.57187 2.44878 0.1 0.0 0.0 0.355
O -3.91148 -1.77809 1.61755 0.0 0.0 -0.2 -0.344
C -3.31205 -0.55029 1.46260 0.1 0.0 0.0 0.529
O -3.62100 0.25156 0.65571 -0.1 -0.1 0.1 -0.441
O -2.31020 -0.42303 2.36316 0.0 0.1 0.0 -0.287
F -3.89378 -3.34697 3.23694 -0.1 0.1 0.0 -0.293
H -2.90658 -1.28369 4.14543 0.1 0.0 0.0 0.226
H -1.32003 -1.81215 3.51525 0.0 0.0 -0.1 0.108
H -2.48930 -3.22889 1.83015 0.0 -0.1 0.1 0.298
C 1.44393 -4.46404 5.48589 0.0 0.1 0.0 -0.465
C 0.70274 -3.33894 6.18840 0.0 -0.1 0.1 0.556
O -0.61503 -3.49012 5.68648 -0.2 0.0 0.1 -0.293
C -0.79041 -4.78655 5.30630 0.1 0.0 -0.1 0.695
O -1.83719 -5.27982 5.05592 0.1 0.0 0.0 -0.506
O 0.40417 -5.42043 5.27012 -0.1 -0.1 -0.1 -0.347
F 1.16871 -2.11998 5.84710 0.0 0.0 -0.1 -0.314
H 1.82601 -4.10685 4.52781 0.0 0.0 0.0 0.278
H 2.23480 -4.91716 6.07435 0.0 0.0 0.0 0.300
H 0.67053 -3.41365 7.27470 0.2 0.1 0.0 0.080
C -2.01545 -3.40671 10.17158 0.0 0.1 0.1 -0.376
C -2.53529 -2.01322 9.85138 0.0 -0.1 -0.1 0.309
O -1.34311 -1.26821 9.71656 0.0 0.1 -0.1 -0.312
C -0.32990 -2.11104 9.39667 0.0 0.0 -0.1 0.730
O 0.73518 -1.78029 8.99606 -0.1 0.0 0.2 -0.502
O -0.72588 -3.39810 9.55911 0.1 0.0 0.0 -0.337
F -3.27190 -1.50012 10.86403 0.1 0.0 0.1 -0.288
H -1.90354 -3.50607 11.25287 -0.1 -0.1 0.0 0.268
H -2.60914 -4.21826 9.76429 0.0 0.0 -0.1 0.273
H -3.10804 -1.93103 8.92627 -0.1 0.0 0.1 0.267